Computed, not measured: a cluster of 15 separate species, C46H130N8O15 in total in a non-equilibrium geometry, with the ωB97M-V functional and the def2-TZVPD basis.

Bonds (Å) are listed after each position.
CARTESIAN COORDINATES (ANGSTROEM)
1 C -0.54 -3.32 -1.05  C2 1.554, H4 1.090, H5 1.090, H6 1.090
2 C -1.88 -3.67 -1.76  C1 1.554, O3 1.435, H7 1.090, H8 1.090
3 O -1.74 -3.66 -3.18  C2 1.435, H9 0.960
4 H -0.60 -3.00 -0.01  C1 1.090
5 H -0.10 -2.41 -1.47  C1 1.090
6 H 0.20 -4.12 -1.12  C1 1.090
7 H -2.73 -3.11 -1.38  C2 1.090
8 H -1.92 -4.73 -1.49  C2 1.090
9 H -2.60 -3.80 -3.59  O3 0.960
10 C -3.76 0.61 4.64  C11 1.560, H13 1.090, H14 1.090, H15 1.090
11 C -3.63 0.89 6.17  C10 1.560, O12 1.430, H16 1.090, H17 1.090
12 O -2.87 2.06 6.48  C11 1.430, H18 0.960
13 H -4.44 1.28 4.12  C10 1.090
14 H -4.10 -0.42 4.48  C10 1.090
15 H -2.78 0.78 4.19  C10 1.090
16 H -3.19 0.13 6.81  C11 1.090
17 H -4.62 1.06 6.57  C11 1.090
18 H -1.98 2.03 6.11  O12 0.960
19 C 3.72 2.82 3.06  C20 1.454, H22 1.090, H23 1.090, H24 1.090
20 C 5.12 2.71 3.42  C19 1.454, O21 1.421, H25 1.090, H26 1.090
21 O 5.86 3.84 2.98  C20 1.421, H27 0.960
22 H 3.47 2.96 2.01  C19 1.090
23 H 3.14 3.62 3.53  C19 1.090
24 H 3.19 1.88 3.24  C19 1.090
25 H 5.62 1.84 3.00  C20 1.090
26 H 5.11 2.57 4.50  C20 1.090
27 H 6.10 4.21 3.83  O21 0.960
28 C -0.20 2.89 3.73  C29 1.499, H31 1.090, H32 1.090, H33 1.090
29 C 0.57 2.05 4.70  C28 1.499, O30 1.380, H34 1.090, H35 1.090
30 O -0.27 1.72 5.75  C29 1.380, H36 0.960
31 H -1.07 2.31 3.40  C28 1.090
32 H 0.37 3.17 2.84  C28 1.090
33 H -0.58 3.83 4.12  C28 1.090
34 H 1.46 2.62 4.96  C29 1.090
35 H 0.94 1.15 4.22  C29 1.090
36 H 0.23 1.18 6.36  O30 0.960
37 C -1.31 0.01 -4.55  C38 1.529, H40 1.090, H41 1.090, H42 1.090
38 C -1.05 1.50 -4.34  C37 1.529, O39 1.469, H43 1.090, H44 1.090
39 O -1.86 2.29 -5.27  C38 1.469, H45 0.960
40 H -1.17 -0.33 -5.58  C37 1.090
41 H -2.30 -0.39 -4.30  C37 1.090
42 H -0.64 -0.58 -3.93  C37 1.090
43 H 0.01 1.65 -4.53  C38 1.090
44 H -1.36 1.79 -3.34  C38 1.090
45 H -1.93 3.17 -4.89  O39 0.960
46 C 1.13 4.90 -3.78  C47 1.598, H49 1.090, H50 1.090, H51 1.090
47 C 1.24 5.16 -5.36  C46 1.598, O48 1.414, H52 1.090, H53 1.090
48 O 1.11 6.53 -5.66  C47 1.414, H54 0.960
49 H 1.94 5.42 -3.27  C46 1.090
50 H 1.15 3.81 -3.73  C46 1.090
51 H 0.19 5.25 -3.36  C46 1.090
52 H 0.56 4.48 -5.87  C47 1.090
53 H 2.25 4.87 -5.65  C47 1.090
54 H 1.96 6.90 -5.43  O48 0.960
55 C 4.68 4.36 -1.11  C56 1.578, H58 1.090, H59 1.090, H60 1.090
56 C 5.45 5.37 -0.17  C55 1.578, O57 1.385, H61 1.090, H62 1.090
57 O 6.68 5.64 -0.75  C56 1.385, H63 0.960
58 H 3.97 4.94 -1.70  C55 1.090
59 H 4.09 3.66 -0.53  C55 1.090
60 H 5.30 3.75 -1.76  C55 1.090
61 H 5.58 4.93 0.82  C56 1.090
62 H 4.80 6.23 -0.06  C56 1.090
63 H 7.25 4.91 -0.49  O57 0.960
64 C -4.25 3.88 -3.25  C65 1.558, H70 1.090, H71 1.090, H72 1.090
65 C -3.21 5.00 -2.95  C64 1.558, C66 1.565, N69 1.444, H73 1.090
66 C -2.26 4.78 -1.72  C65 1.565, O67 1.426, H74 1.090, H75 1.090
67 O -3.10 5.06 -0.60  C66 1.426, C68 1.434
68 C -2.34 4.90 0.60  O67 1.434, H76 1.090, H77 1.090, H78 1.090
69 N -2.48 5.22 -4.17  C65 1.444, H79 1.010, H80 1.010
70 H -3.64 2.99 -3.35  C64 1.090
71 H -4.86 4.08 -4.14  C64 1.090
72 H -4.94 3.80 -2.41  C64 1.090
73 H -3.72 5.94 -2.75  C65 1.090
74 H -1.37 5.40 -1.69  C66 1.090
75 H -1.84 3.78 -1.67  C66 1.090
76 H -1.63 5.72 0.72  C68 1.090
77 H -1.81 3.95 0.64  C68 1.090
78 H -3.00 4.86 1.47  C68 1.090
79 H -1.83 6.00 -4.19  N69 1.010
80 H -3.16 5.37 -4.90  N69 1.010
81 C -1.60 -4.35 7.50  C82 1.551, H87 1.090, H88 1.090, H89 1.090
82 C -0.87 -5.01 6.31  C81 1.551, C83 1.604, N86 1.484, H90 1.090
83 C -0.02 -3.94 5.45  C82 1.604, O84 1.417, H91 1.090, H92 1.090
84 O -0.88 -2.95 4.92  C83 1.417, C85 1.418
85 C -0.26 -1.85 4.27  O84 1.418, H93 1.090, H94 1.090, H95 1.090
86 N 0.07 -6.01 6.87  C82 1.484, H96 1.010, H97 1.010
87 H -2.38 -3.66 7.17  C81 1.090
88 H -0.93 -3.65 8.00  C81 1.090
89 H -1.95 -5.09 8.22  C81 1.090
90 H -1.61 -5.48 5.66  C82 1.090
91 H 0.45 -4.46 4.62  C83 1.090
92 H 0.74 -3.40 6.02  C83 1.090
93 H -0.18 -2.17 3.23  C85 1.090
94 H 0.71 -1.53 4.65  C85 1.090
95 H -0.92 -0.98 4.21  C85 1.090
96 H -0.54 -6.75 7.19  N86 1.010
97 H 0.54 -6.45 6.08  N86 1.010
98 C 1.52 -4.48 2.12  C99 1.573, H104 1.090, H105 1.090, H106 1.090
99 C 2.84 -4.26 1.29  C98 1.573, C100 1.518, N103 1.426, H107 1.090
100 C 3.68 -3.04 1.60  C99 1.518, O101 1.404, H108 1.090, H109 1.090
101 O 2.94 -1.84 1.55  C100 1.404, C102 1.465
102 C 2.89 -1.09 2.80  O101 1.465, H110 1.090, H111 1.090, H112 1.090
103 N 3.64 -5.45 1.29  C99 1.426, H113 1.010, H114 1.010
104 H 0.87 -5.32 1.86  C98 1.090
105 H 0.93 -3.58 2.03  C98 1.090
106 H 1.77 -4.66 3.17  C98 1.090
107 H 2.47 -4.11 0.28  C99 1.090
108 H 4.56 -2.99 0.95  C100 1.090
109 H 4.07 -3.22 2.60  C100 1.090
110 H 3.78 -0.47 2.87  C102 1.090
111 H 2.85 -1.72 3.68  C102 1.090
112 H 1.95 -0.53 2.77  C102 1.090
113 H 3.94 -5.63 0.35  N103 1.010
114 H 2.94 -6.17 1.43  N103 1.010
115 C 0.96 2.42 -0.79  C116 1.551, H121 1.090, H122 1.090, H123 1.090
116 C 1.29 1.22 0.14  C115 1.551, C117 1.603, N120 1.483, H124 1.090
117 C -0.06 0.35 0.21  C116 1.603, O118 1.390, H125 1.090, H126 1.090
118 O -1.12 1.06 0.75  C117 1.390, C119 1.394
119 C -2.34 0.39 0.76  O118 1.394, H127 1.090, H128 1.090, H129 1.090
120 N 2.34 0.40 -0.51  C116 1.483, H130 1.010, H131 1.010
121 H 0.72 2.10 -1.81  C115 1.090
122 H 1.88 3.00 -0.75  C115 1.090
123 H 0.23 3.14 -0.42  C115 1.090
124 H 1.69 1.66 1.05  C116 1.090
125 H 0.19 -0.46 0.90  C117 1.090
126 H -0.24 -0.07 -0.78  C117 1.090
127 H -2.28 -0.57 1.27  C119 1.090
128 H -2.71 0.31 -0.26  C119 1.090
129 H -2.98 0.99 1.41  C119 1.090
130 H 2.59 -0.37 0.09  N120 1.010
131 H 2.02 -0.02 -1.36  N120 1.010
132 C -5.21 -5.03 -0.41  C133 1.570, H138 1.090, H139 1.090, H140 1.090
133 C -5.38 -3.70 0.40  C132 1.570, C134 1.504, N137 1.476, H141 1.090
134 C -4.39 -3.36 1.47  C133 1.504, O135 1.465, H142 1.090, H143 1.090
135 O -4.55 -4.20 2.66  C134 1.465, C136 1.437
136 C -3.58 -3.94 3.69  O135 1.437, H144 1.090, H145 1.090, H146 1.090
137 N -5.23 -2.63 -0.61  C133 1.476, H147 1.010, H148 1.010
138 H -5.61 -5.93 0.06  C132 1.090
139 H -4.21 -5.28 -0.78  C132 1.090
140 H -5.83 -4.96 -1.31  C132 1.090
141 H -6.37 -3.65 0.87  C133 1.090
142 H -4.59 -2.32 1.75  C134 1.090
143 H -3.35 -3.38 1.12  C134 1.090
144 H -3.62 -2.88 3.94  C136 1.090
145 H -2.57 -4.25 3.44  C136 1.090
146 H -4.06 -4.51 4.49  C136 1.090
147 H -5.70 -2.67 -1.50  N137 1.010
148 H -5.35 -1.70 -0.25  N137 1.010
149 C -7.97 -0.46 1.56  C150 1.531, H155 1.090, H156 1.090, H157 1.090
150 C -6.83 0.49 1.93  C149 1.531, C151 1.566, N154 1.394, H158 1.090
151 C -6.24 1.22 0.67  C150 1.566, O152 1.438, H159 1.090, H160 1.090
152 O -5.58 0.31 -0.22  C151 1.438, C153 1.443
153 C -5.14 0.91 -1.46  O152 1.443, H161 1.090, H162 1.090, H163 1.090
154 N -7.41 1.38 2.83  C150 1.394, H164 1.010, H165 1.010
155 H -8.69 -0.07 0.85  C149 1.090
156 H -8.68 -0.74 2.34  C149 1.090
157 H -7.52 -1.31 1.04  C149 1.090
158 H -6.04 -0.12 2.36  C150 1.090
159 H -5.45 1.89 1.01  C151 1.090
160 H -7.02 1.84 0.23  C151 1.090
161 H -5.98 1.24 -2.08  C153 1.090
162 H -4.51 0.21 -2.01  C153 1.090
163 H -4.58 1.83 -1.28  C153 1.090
164 H -8.09 0.88 3.39  N154 1.010
165 H -7.94 1.88 2.13  N154 1.010
166 C 4.30 0.51 -3.61  C167 1.503, H172 1.090, H173 1.090, H174 1.090
167 C 2.83 0.41 -3.88  C166 1.503, C168 1.511, N171 1.437, H175 1.090
168 C 2.48 0.53 -5.35  C167 1.511, O169 1.422, H176 1.090, H177 1.090
169 O 2.92 1.73 -5.97  C168 1.422, C170 1.419
170 C 2.74 1.83 -7.38  O169 1.419, H178 1.090, H179 1.090, H180 1.090
171 N 2.26 -0.76 -3.27  C167 1.437, H181 1.010, H182 1.010
172 H 4.67 1.51 -3.86  C166 1.090
173 H 4.95 -0.05 -4.27  C166 1.090
174 H 4.44 0.31 -2.54  C166 1.090
175 H 2.38 1.24 -3.35  C167 1.090
176 H 1.39 0.51 -5.46  C168 1.090
177 H 2.85 -0.34 -5.88  C168 1.090
178 H 3.63 1.44 -7.87  C170 1.090
179 H 2.57 2.88 -7.62  C170 1.090
180 H 1.85 1.30 -7.72  C170 1.090
181 H 2.95 -1.48 -3.08  N171 1.010
182 H 1.66 -1.14 -3.98  N171 1.010
183 C 7.37 -1.87 -3.93  C184 1.545, H189 1.090, H190 1.090, H191 1.090
184 C 6.71 -3.26 -3.96  C183 1.545, C185 1.503, N188 1.499, H192 1.090
185 C 5.25 -3.30 -4.31  C184 1.503, O186 1.503, H193 1.090, H194 1.090
186 O 4.47 -2.57 -3.26  C185 1.503, C187 1.403
187 C 4.44 -3.12 -1.97  O186 1.403, H195 1.090, H196 1.090, H197 1.090
188 N 7.56 -3.89 -5.02  C184 1.499, H198 1.010, H199 1.010
189 H 8.29 -1.86 -3.33  C183 1.090
190 H 6.66 -1.18 -3.46  C183 1.090
191 H 7.74 -1.46 -4.87  C183 1.090
192 H 6.85 -3.79 -3.01  C184 1.090
193 H 4.82 -4.30 -4.35  C185 1.090
194 H 5.18 -2.80 -5.28  C185 1.090
195 H 4.16 -4.17 -1.96  C187 1.090
196 H 3.64 -2.49 -1.56  C187 1.090
197 H 5.35 -2.94 -1.40  C187 1.090
198 H 8.52 -3.72 -4.75  N188 1.010
199 H 7.39 -4.88 -4.93  N188 1.010

Calculated values
Frontier orbital gap (eV): 8.967
E_HOMO (eV): -8.710
Energy above the lowest of the compared OMol25 structures with the same formula, charge and spin (kJ/mol): 540.25
F_max (eV/A): 3.29
LUMO (eV): 0.26

Mulliken atomic charge list, values in e, 4 entries:
1. C -0.3678
2. C 0.2094
3. O -0.5932
4. H -0.0402